<1>
Molecular formula: C3H7O2
Method: DFT, wB97M-V/def2-TZVPD

The value obtained for the LUMO energy is 4.6 eV. The net charge is -1. The value obtained for the frontier orbital gap is 7.34 eV. The HOMO energy is -2.752 eV.

Cartesian coordinates (Å):
C -1.536 -1.019 0.234
O -0.710 0.050 0.537
H -1.189 -1.961 0.685
H -2.556 -0.836 0.590
H -1.599 -1.120 -0.865
O 0.052 0.393 -1.677
C 0.444 0.123 -0.484
C 1.366 1.140 0.199
H 0.920 -0.888 -0.318
H 1.417 0.917 1.271
H 1.016 2.157 0.044
H 2.374 1.043 -0.216

<2>
Molecular formula: C3H7O2
Method: DFT, wB97M-V/def2-TZVPD

The value obtained for the LUMO energy is 4.6 eV. The net charge is -1. The value obtained for the frontier orbital gap is 7.37 eV. The HOMO energy is -2.764 eV.

Cartesian coordinates (Å):
C -0.266 0.575 1.767
O -0.281 -0.450 0.815
H -0.428 1.552 1.303
H -1.068 0.384 2.499
H 0.745 0.627 2.221
O -0.557 1.269 -0.871
C -0.473 -0.001 -0.692
C 0.691 -0.724 -1.426
H -1.426 -0.585 -0.881
H 0.368 -1.629 -1.944
H 1.471 -0.971 -0.694
H 1.225 -0.049 -2.097

Ordering by calculated energy gives the sequence <1>, <2>, with the first entry being the most stable.

<1>
Molecular formula: C4H7FN2O
Method: DFT, wB97M-V/def2-TZVPD

The value obtained for the LUMO energy is 0.7 eV. The value obtained for the frontier orbital gap is 9.65 eV. The HOMO energy is -8.934 eV.

Cartesian coordinates (Å):
C 0.974 -1.156 1.103
C -0.422 -0.642 0.494
C -0.634 0.841 0.994
C -0.260 -0.357 -0.954
H 0.370 -1.593 2.161
H 1.448 -1.988 0.477
H -1.178 -1.369 0.900
H 0.413 1.409 1.067
H -1.315 0.882 1.866
H -2.445 1.923 -0.177
H -0.258 1.075 -2.167
N -1.241 1.549 -0.232
N -1.021 0.668 -1.338
O 0.530 -0.896 -1.699
F 1.846 -0.090 1.182

<2>
Molecular formula: C4H7FN2O
Method: DFT, wB97M-V/def2-TZVPD

The value obtained for the LUMO energy is 0.8 eV. The value obtained for the frontier orbital gap is 8.79 eV. The HOMO energy is -7.985 eV.

Cartesian coordinates (Å):
C -1.050 1.587 -1.482
C -0.941 0.012 0.364
C 0.357 -0.406 0.248
C 0.990 -1.325 1.271
H -1.845 2.138 -2.005
H -0.384 2.383 -1.101
H -0.551 1.018 -2.278
H -2.570 1.196 -0.069
H -1.403 -0.403 1.232
H 2.732 -2.211 1.709
H 2.634 -1.426 0.117
N -1.655 0.850 -0.441
N 2.244 -1.668 0.994
O 0.335 -1.711 2.226
F 1.108 -0.034 -0.785

Ordering by calculated energy gives the sequence <2>, <1>, with the first entry being the most stable.

<1>
Molecular formula: C8H9NO
Method: DFT, wB97M-V/def2-TZVPD

The value obtained for the LUMO energy is 0.7 eV. The value obtained for the frontier orbital gap is 9.35 eV. The HOMO energy is -8.605 eV.

Cartesian coordinates (Å):
C 2.202 0.357 2.672
C 1.680 0.101 1.320
C -0.353 0.157 0.001
C -1.520 0.908 -0.221
C -2.445 0.562 -1.242
C -2.064 -0.400 -2.174
C -0.944 -1.150 -1.977
C -0.152 -0.890 -0.925
H 1.594 0.609 3.472
H 2.620 -0.628 3.143
H 3.112 1.290 2.597
H 0.064 1.253 1.504
H -1.932 1.718 0.762
H -3.279 1.227 -1.492
H -2.802 -0.444 -2.913
H -0.526 -1.883 -2.688
H 0.644 -1.370 -0.722
N 0.396 0.511 1.109
O 2.414 -0.402 0.482

<2>
Molecular formula: C8H9NO
Method: DFT, wB97M-V/def2-TZVPD

The value obtained for the LUMO energy is 0.8 eV. The value obtained for the frontier orbital gap is 9.94 eV. The HOMO energy is -9.190 eV.

Cartesian coordinates (Å):
C -2.139 0.986 0.849
C -2.464 -0.248 -0.088
C 0.089 -0.473 -0.495
C 0.889 -1.410 0.072
C 2.164 -1.118 0.337
C 2.715 0.091 0.050
C 1.872 1.033 -0.487
C 0.564 0.806 -0.805
H -1.311 0.842 1.261
H -2.094 1.800 0.209
H -2.947 0.867 1.464
H -1.513 -1.894 -1.023
H 0.486 -2.354 0.326
H 2.866 -1.818 0.730
H 3.922 0.337 0.486
H 2.151 2.164 -0.696
H -0.331 1.696 -1.142
N -1.374 -0.751 -0.718
O -3.544 -0.557 -0.328

<3>
Molecular formula: C8H9NO
Method: DFT, wB97M-V/def2-TZVPD

The value obtained for the LUMO energy is 0.6 eV. The value obtained for the frontier orbital gap is 7.52 eV. The HOMO energy is -6.935 eV.

Cartesian coordinates (Å):
C 2.112 -1.234 0.069
C 0.503 0.225 1.366
C -1.045 -0.109 -1.106
C 1.996 -1.946 -1.089
C 0.928 -0.519 0.311
C 0.117 -0.738 -0.881
C -0.893 0.774 1.254
C -1.428 1.090 -0.173
N 0.802 -1.697 -1.651
O -0.640 2.181 -0.733
H 2.810 -1.336 0.772
H 1.245 0.296 2.182
H -1.822 -0.119 -1.926
H 2.764 -2.510 -1.525
H -1.627 0.097 1.587
H -0.977 1.587 1.850
H -2.439 1.454 -0.109
H 0.380 -2.054 -2.469
H -0.503 2.907 0.024

Ordering by calculated energy gives the sequence <1>, <3>, <2>, with the first entry being the most stable.

<1>
Molecular formula: C4H8N2S
Method: DFT, wB97M-V/def2-TZVPD

The value obtained for the LUMO energy is 0.2 eV. The value obtained for the frontier orbital gap is 8.33 eV. The HOMO energy is -8.141 eV.

Cartesian coordinates (Å):
C -0.517 -3.257 0.271
C -0.486 -1.278 -0.827
C 0.249 1.198 -0.240
C 0.304 2.546 -0.871
H -1.719 -3.341 0.600
H 0.150 -3.759 1.164
H -0.236 -3.985 -0.778
H -0.536 -1.734 -1.942
H -0.784 0.557 -1.886
H 1.303 3.032 -0.664
H 0.205 2.508 -2.043
H -0.622 3.232 -0.494
N -0.371 -1.851 0.274
N -0.258 0.118 -1.016
S 0.584 1.273 1.327

<2>
Molecular formula: C4H8N2S
Method: DFT, wB97M-V/def2-TZVPD

The value obtained for the LUMO energy is 0.5 eV. The value obtained for the frontier orbital gap is 9.50 eV. The HOMO energy is -9.015 eV.

Cartesian coordinates (Å):
C -0.902 -1.341 1.275
C -0.197 -0.788 0.132
C 1.101 -0.737 -1.749
C 0.647 -0.088 -2.785
H -1.746 -0.611 2.030
H -1.521 -2.259 0.518
H 0.134 -1.921 2.062
H 0.390 0.923 -0.617
H 0.855 2.318 2.034
H 2.176 -0.897 -1.535
H -0.486 0.056 -2.881
H 1.417 0.364 -3.428
N 0.173 0.581 0.275
N 0.124 -1.488 -0.800
S -0.450 1.632 1.516

<3>
Molecular formula: C4H8N2S
Method: DFT, wB97M-V/def2-TZVPD

The value obtained for the LUMO energy is 0.9 eV. The value obtained for the frontier orbital gap is 9.59 eV. The HOMO energy is -8.691 eV.

Cartesian coordinates (Å):
C -2.832 0.904 0.055
C -0.894 -1.079 -0.306
C 2.317 0.365 -0.474
C 2.178 -0.533 0.716
H -2.215 1.276 0.884
H -2.503 1.422 -0.912
H -3.873 1.169 0.288
H -0.694 -1.992 -0.762
H 3.201 0.335 -1.126
H 2.015 1.382 -0.425
H 1.754 -0.017 1.612
H 2.829 -1.359 0.915
N 0.044 -0.249 -0.003
N 1.281 -0.740 -0.437
S -2.607 -0.885 -0.026

Ordering by calculated energy gives the sequence <3>, <1>, <2>, with the first entry being the most stable.